Density functional theory data (ωB97M-V/def2-TZVPD) for a 3-piece molecular cluster, C2H4F3NS overall.

```
11
Properties=species:S:1:pos:R:3:lowdin_charge:R:1
H 1.46 2.07 0.64 -0.04
H -0.26 0.23 -0.29 0.05
F 1.11 -1.23 2.89 0.08
S 0.99 1.19 1.66 0.90
C 0.31 -1.23 1.81 -0.75
H -1.92 1.04 -1.30 0.03
N -1.45 0.07 -0.99 -0.09
F 0.38 -2.43 1.25 0.15
F -0.96 -1.01 2.41 0.06
C 0.71 -0.22 0.77 -0.34
H -2.06 -0.38 -0.31 -0.05
```

Output
Gap between HOMO and LUMO (alpha / beta) ... 7.1 / 7.1 eV
Net charge ... 0
2S+1 ... 1
HOMO energy (alpha / beta) ... -9.069 / -9.070 eV

Density functional theory data (ωB97M-V/def2-TZVPD) for a 2-piece molecular cluster, C2H4F3P overall.

```
10
Properties=species:S:1:pos:R:3:lowdin_charge:R:1
C 0.96 -1.61 -0.55 -0.54
P 0.09 1.22 -0.82 0.78
H -0.28 2.18 1.17 0.03
F 1.06 -2.54 -1.50 0.11
H -1.89 1.33 0.88 0.04
F 2.18 -1.42 -0.05 0.08
F 0.20 -2.00 0.43 0.12
C -0.79 1.20 0.84 -0.45
H -1.01 1.29 -1.79 -0.15
H -0.51 0.35 1.40 -0.02
```

Output
Gap between HOMO and LUMO (alpha / beta) ... 8.6 / 7.9 eV
Net charge ... 0
2S+1 ... 1
HOMO energy (alpha / beta) ... -9.502 / -8.682 eV

Density functional theory data (ωB97M-V/def2-TZVPD) for C2H4FN3 as an isolated structure.

```
10
Properties=species:S:1:pos:R:3:lowdin_charge:R:1
N -0.34 -1.16 0.29 0.04
H 0.64 1.92 0.43 0.09
H 0.40 -1.88 0.10 0.08
F -0.31 -0.86 -2.39 -0.07
H -0.58 0.31 1.73 0.16
N -0.90 -0.26 -1.26 -0.04
N -0.46 0.95 -1.06 0.04
C 0.21 -0.04 0.97 -0.28
C 0.08 1.14 0.05 -0.13
H 1.26 -0.11 1.15 0.10
```

Output
Gap between HOMO and LUMO ... 10.0 eV
Net charge ... 0
2S+1 ... 1
HOMO energy ... -9.677 eV

Density functional theory data (ωB97M-V/def2-TZVPD) for a single C2H4FNO molecule.

```
9
Properties=species:S:1:pos:R:3:lowdin_charge:R:1
F -0.95 -1.74 -0.84 -0.05
H -0.56 2.60 -0.51 0.09
O 0.20 -0.37 0.64 -0.08
C 0.22 -1.51 -0.12 -0.28
H 0.51 -2.39 0.60 0.16
H -0.16 2.35 1.23 0.08
N 0.00 0.74 -0.20 -0.02
H 0.88 -1.58 -1.04 0.14
C -0.14 1.89 0.24 -0.03
```

Output
Gap between HOMO and LUMO ... 11.6 eV
Structure (SMILES) ... C=NOCF
Net charge ... 0
2S+1 ... 1
HOMO energy ... -10.435 eV

Density functional theory data (ωB97M-V/def2-TZVPD) for C2H4FNO as an isolated structure.

```
9
Properties=species:S:1:pos:R:3:mulliken_spin:R:1
C 0.36 -0.14 -1.67 0.66
H 0.25 0.99 1.54 0.02
H -0.43 -0.45 2.16 0.05
C 0.02 -0.05 1.22 -0.02
H 1.10 -0.56 1.10 0.02
F -1.50 0.81 -0.22 0.06
N -0.66 -0.29 0.00 0.79
O 0.74 -1.13 -2.08 0.34
H 0.13 0.83 -2.04 0.07
```

Output
Gap between HOMO and LUMO (alpha / beta) ... 6.6 / 9.3 eV
Net charge ... 0
2S+1 ... 3
HOMO energy (alpha / beta) ... -5.678 / -11.368 eV
⟨S²⟩ ... 2.006

Density functional theory data (ωB97M-V/def2-TZVPD) for a single C2H4FNO molecule.

```
9
Properties=species:S:1:pos:R:3:mulliken_spin:R:1
O 2.27 -0.66 0.04 0.37
N 0.40 0.71 0.24 0.97
H 2.41 1.53 0.27 0.00
F 0.05 2.01 -0.16 0.19
C -0.54 -0.29 0.09 0.02
H 0.18 -1.13 0.20 -0.02
H -1.23 -0.25 0.82 0.04
C 1.90 0.46 0.16 0.38
H -1.14 -0.48 -0.81 0.05
```

Output
Gap between HOMO and LUMO (alpha / beta) ... 6.1 / 8.0 eV
Net charge ... 0
2S+1 ... 3
HOMO energy (alpha / beta) ... -5.296 / -10.565 eV
⟨S²⟩ ... 2.008

Density functional theory data (ωB97M-V/def2-TZVPD) for a 3-piece molecular cluster, C2H4FNOS overall.

```
10
Properties=species:S:1:pos:R:3:mulliken_spin:R:1
H 1.13 0.99 -1.53 0.76
C -0.37 -0.47 0.25 -0.01
S 3.61 -0.19 0.17 0.46
H -0.90 -1.39 0.36 0.01
H -0.67 0.16 -0.72 0.00
C 1.91 0.02 0.10 -0.29
H -0.74 0.02 1.08 0.02
F 1.09 -2.38 -0.33 0.30
O 4.24 1.05 -0.24 0.39
N 0.99 -0.79 0.34 0.35
```

Output
Gap between HOMO and LUMO (alpha / beta) ... 8.0 / 7.3 eV
Net charge ... 0
2S+1 ... 3
HOMO energy (alpha / beta) ... -9.198 / -10.096 eV
⟨S²⟩ ... 2.156

Density functional theory data (ωB97M-V/def2-TZVPD) for a 2-piece molecular cluster, C2H4FP overall.

```
8
Properties=species:S:1:pos:R:3:lowdin_charge:R:1
H 0.53 -2.39 0.93 -0.30
P 0.25 -1.84 2.23 0.49
C 1.06 -0.05 0.26 -0.18
H 0.25 0.31 -1.73 0.07
H -0.63 0.91 -0.48 0.04
H -0.75 -0.77 -0.66 0.07
F 1.33 1.21 0.70 -0.05
C -0.06 0.08 -0.74 -0.14
```

Output
Gap between HOMO and LUMO (alpha / beta) ... 6.8 / 7.4 eV
Net charge ... 0
2S+1 ... 1
HOMO energy (alpha / beta) ... -8.073 / -8.708 eV

Density functional theory data (ωB97M-V/def2-TZVPD) for a single C2H4FPS molecule.

```
9
Properties=species:S:1:pos:R:3:lowdin_charge:R:1
F 3.09 1.43 0.78 -0.58
H -1.79 -0.86 0.85 0.07
H -2.29 0.64 0.12 0.10
C -0.15 -0.08 -0.10 -0.42
S 2.81 0.23 -0.37 0.41
H 0.36 0.57 -0.95 0.02
C -1.59 -0.22 -0.02 -0.20
P 1.41 -1.01 0.65 0.52
H -1.84 -0.68 -0.95 0.07
```

Output
Gap between HOMO and LUMO ... 8.0 eV
Structure (SMILES) ... C/C=P/SF
Net charge ... 0
2S+1 ... 1
HOMO energy ... -9.110 eV

Density functional theory data (ωB97M-V/def2-TZVPD) for a single C2H4FPS molecule.

```
9
Properties=species:S:1:pos:R:3:lowdin_charge:R:1
H -2.91 -1.57 0.82 0.08
C 0.73 0.57 -0.18 -0.43
H 0.73 1.08 -1.09 0.01
S -2.18 0.40 -0.65 0.49
C -2.15 -0.81 0.60 -0.66
H 0.62 -0.44 -0.11 -0.03
H 1.66 0.82 0.34 0.03
P -0.70 1.24 0.79 0.68
F -1.12 -1.69 0.40 -0.17
```

Output
Gap between HOMO and LUMO (alpha / beta) ... 7.9 / 7.7 eV
Net charge ... 0
2S+1 ... 1
HOMO energy (alpha / beta) ... -8.454 / -8.630 eV

Density functional theory data (ωB97M-V/def2-TZVPD) for a single C2H4FPS molecule.

```
9
Properties=species:S:1:pos:R:3:lowdin_charge:R:1
F 2.65 1.42 0.29 -0.58
P 1.36 -1.24 0.21 0.50
C -1.48 -0.23 0.15 -0.22
H -2.16 -0.21 -0.70 0.08
H 0.19 0.97 -0.71 0.02
H -1.82 0.55 0.84 0.08
H -1.57 -1.20 0.64 0.06
S 2.95 -0.08 -0.41 0.40
C -0.12 0.02 -0.32 -0.35
```

Output
Gap between HOMO and LUMO (alpha / beta) ... 7.2 / 7.7 eV
Structure (SMILES) ... C/C=P/SF
Net charge ... 0
2S+1 ... 1
HOMO energy (alpha / beta) ... -8.523 / -8.397 eV

Density functional theory data (ωB97M-V/def2-TZVPD) for C2H4FeLiO as an isolated structure.

```
9
Properties=species:S:1:pos:R:3:mulliken_spin:R:1
C 0.54 -0.18 0.11 0.58
O 0.58 0.91 -0.66 0.07
Li 1.44 1.02 -2.43 0.03
Fe 0.00 2.82 -0.56 4.96
H -1.54 -0.07 0.59 0.02
H -0.54 -1.13 1.67 0.03
H -1.37 -2.08 0.16 0.48
C -0.63 -0.68 0.68 -0.19
H 1.52 -0.58 0.44 0.02
```

Output
Gap between HOMO and LUMO (alpha / beta) ... 5.8 / 7.7 eV
Net charge ... +1
2S+1 ... 7
HOMO energy (alpha / beta) ... -10.523 / -13.823 eV
⟨S²⟩ ... 12.040

| no. | DFT total energy (eV) |
| --- | --- |
| 1 | -22612.160 |
| 2 | -19576.720 |
| 3 | -9320.858 |
| 4 | -8390.901 |
| 5 | -8386.564 |
| 6 | -8386.497 |
| 7 | -19220.694 |
| 8 | -14139.041 |
| 9 | -24977.389 |
| 10 | -24977.302 |
| 11 | -24977.649 |
| 12 | -38766.757 |